1.
Here is the molecule C22H18N2O3 from the OMol25 dataset. Energies are from the ωB97M-V functional and the def2-TZVPD basis.

Results
LUMO energy, eV: 0.168
SMILES string: Cc1cccc(CC(=O)Nc2cc(C)c3c(=O)oc4ccccc4c3n2)c1
Frontier orbital gap, eV: 8.83

Structure (ORCA input):
```
! wB97M-V def2-TZVPD RIJCOSX def2/J DEFGRID3
* xyz 0 1
C -0.81130 -2.80498 -5.47290
C 0.32569 -2.51227 -4.54302
C 1.26683 -1.53814 -4.85546
C 2.32773 -1.28761 -4.00503
C 2.46201 -2.00433 -2.82841
C 1.53256 -2.98388 -2.49886
C 1.63106 -3.74192 -1.20533
C 0.67742 -3.18332 -0.15350
O -0.03565 -3.87949 0.52704
N 0.74507 -1.82007 -0.06651
C 0.05067 -0.95775 0.76238
C -0.85518 -1.37938 1.73736
C -1.49145 -0.43777 2.52668
C -2.45608 -0.87985 3.56935
C -1.18852 0.92377 2.30237
C -1.80793 1.99180 3.09108
O -2.61041 1.83658 3.97843
O -1.44975 3.27667 2.80340
C -0.56271 3.59972 1.83022
C -0.28559 4.95099 1.63516
C 0.60921 5.32719 0.65573
C 1.23377 4.36846 -0.13621
C 0.96274 3.03218 0.05422
C 0.06096 2.62947 1.04140
C -0.26267 1.23951 1.29043
N 0.33812 0.31794 0.54505
C 0.47127 -3.22500 -3.36121
H -1.67950 -3.16217 -4.92424
H -1.08879 -1.91860 -6.03842
H -0.51914 -3.57974 -6.18257
H 1.16722 -0.97479 -5.77175
H 3.05485 -0.53019 -4.25828
H 3.30114 -1.81099 -2.17377
H 1.38028 -4.79404 -1.34646
H 2.64416 -3.67908 -0.80054
H 1.35048 -1.33647 -0.72084
H -1.04848 -2.43103 1.86471
H -2.54288 -1.96328 3.57317
H -3.43333 -0.43453 3.39227
H -2.13556 -0.53444 4.55051
H -0.78138 5.67697 2.25938
H 0.82447 6.37399 0.50412
H 1.93139 4.67566 -0.90032
H 1.43050 2.26739 -0.54459
H -0.25428 -3.98344 -3.10307
*
```

***

2.
Here is a cluster of 3 separate species, C13H25BIN2O5S in total from the OMol25 dataset. Energies are from the ωB97M-V functional and the def2-TZVPD basis.

Results
LUMO energy, eV: -4.900
Frontier orbital gap, eV: 7.08

Structure (ORCA input):
```
! wB97M-V def2-TZVPD RIJCOSX def2/J DEFGRID3
* xyz 1 1
C 2.98760 -0.97031 -0.29312
C 3.63139 -0.71763 -1.76322
S 5.24951 0.24995 -1.67556
C 4.82764 2.07296 -1.60118
C 3.54629 2.30641 -0.67659
C 2.13771 2.28149 -1.39275
C 0.96705 2.46983 -0.38419
C -0.53982 2.46784 -0.93514
C -0.62699 2.98644 -2.47275
O -0.77766 4.19718 -2.75522
I -0.51364 1.51193 -4.06938
C 1.22489 2.69852 1.12588
N 2.54023 2.69525 1.60898
N 3.51708 2.49604 0.73634
B 4.91162 2.46802 1.39573
O 5.80533 1.35830 1.31573
O 5.34698 3.62173 2.15310
H 2.59067 -2.04152 -0.21618
H 3.67772 -0.66668 0.56160
H 2.06752 -0.28197 -0.22610
H 2.87050 -0.23685 -2.46802
H 3.94213 -1.76045 -2.15345
H 5.71644 2.74760 -1.37493
H 4.48925 2.35055 -2.67267
H 2.02139 2.10904 -2.50951
H -1.11778 3.26954 -0.33237
H -1.09216 1.48245 -0.77324
H 0.33510 2.82679 1.81878
H 5.74723 0.77580 2.10313
H 4.56202 4.02489 2.60711
C -3.10963 -1.40503 0.41998
C -2.07032 -1.13144 1.48795
O -1.71041 0.24911 1.48443
H -2.72666 -1.13097 -0.56753
H -3.38920 -2.45970 0.40978
H -4.00818 -0.80477 0.59131
H -1.16716 -1.71607 1.30112
H -2.45141 -1.39217 2.47968
H -2.51249 0.75948 1.65953
C -7.11588 -4.27771 0.25751
C -5.78392 -4.85148 0.69810
O -4.99535 -3.84254 1.32137
H -6.96490 -3.45023 -0.44066
H -7.72847 -5.04114 -0.22755
H -7.66657 -3.87652 1.11339
H -5.22808 -5.23109 -0.16169
H -5.92760 -5.67311 1.40647
H -5.48903 -3.51775 2.08603
*
```

***

Number 1: energy -32231.101 eV. Number 2: energy -46707.469 eV.